No. 1
{"formula": "C7H4INO", "method": "the ωB97M-V functional and the def2-TZVPD basis", "symbols": ["C", "C", "C", "C", "C", "C", "C", "N", "O", "I", "H", "H", "H", "H"], "xyz": [[1.810, 0.507, 0.215], [0.896, 1.282, -0.426], [0.545, -0.935, -0.998], [-1.013, -1.257, 0.257], [1.628, -0.827, -0.169], [-0.579, 1.026, -0.567], [-1.354, 0.192, 0.430], [0.258, 0.336, -1.407], [-1.217, -2.264, 0.768], [-3.506, 0.544, 0.209], [2.339, 0.894, 1.002], [2.385, -1.702, 0.107], [-1.171, 1.761, -1.001], [-1.022, 0.442, 1.581]], "gap_ha": [0.25522, 0.25520], "de_lowest_kj_mol": 524.2, "e_homo_ev": [-8.171, -8.170], "lumo_ev": [-1.2, -1.2]}



No. 2
{"formula": "C23H47N6O13", "method": "the ωB97M-V functional and the def2-TZVPD basis", "symbols": ["N", "C", "C", "O", "C", "O", "C", "C", "O", "C", "O", "C", "C", "O", "C", "O", "C", "O", "C", "C", "N", "C", "O", "C", "O", "C", "N", "C", "O", "C", "O", "C", "N", "C", "C", "N", "C", "N", "C", "O", "C", "O", "H", "H", "H", "H", "H", "H", "H", "H", "H", "H", "H", "H", "H", "H", "H", "H", "H", "H", "H", "H", "H", "H", "H", "H", "H", "H", "H", "H", "H", "H", "H", "H", "H", "H", "H", "H", "H", "H", "H", "H", "H", "H", "H", "H", "H", "H", "H"], "xyz": [[6.948, 2.583, -0.471], [5.867, 2.050, -1.291], [5.111, 0.949, -0.522], [4.125, 0.373, -1.381], [2.787, 0.639, -1.093], [2.269, -0.194, -0.089], [2.040, -1.541, -0.455], [0.601, -1.919, -0.055], [-0.353, -0.975, -0.552], [-0.541, -0.971, -1.935], [-1.292, -2.071, -2.378], [-2.668, -1.734, -2.569], [-3.527, -2.641, -1.674], [-3.026, -2.692, -0.364], [-2.812, -0.224, -2.267], [-3.340, -0.004, -0.985], [-4.482, 0.833, -0.852], [-5.309, 0.332, 0.137], [-5.021, 0.570, 1.515], [-4.234, -0.592, 2.148], [-2.912, -0.751, 1.532], [-4.418, 1.965, 1.829], [-5.431, 2.904, 2.024], [-3.420, 2.444, 0.755], [-2.206, 1.735, 0.883], [-4.055, 2.298, -0.637], [-5.225, 3.157, -0.712], [-1.347, 0.277, -2.360], [-1.156, 1.428, -1.607], [0.437, -1.921, 1.476], [-0.827, -2.429, 1.841], [1.502, -2.794, 2.171], [1.100, -4.177, 1.943], [2.919, -2.430, 1.722], [3.073, -2.472, 0.201], [2.881, -3.831, -0.294], [2.507, 2.094, -0.680], [1.086, 2.206, -0.389], [3.411, 2.511, 0.513], [2.609, 2.678, 1.659], [4.491, 1.448, 0.789], [5.435, 1.927, 1.700], [7.366, 3.391, -0.918], [7.678, 1.887, -0.354], [5.184, 2.867, -1.530], [6.206, 1.612, -2.241], [5.823, 0.146, -0.287], [2.265, 0.436, -2.044], [2.151, -1.642, -1.544], [0.382, -2.916, -0.457], [0.421, -1.020, -2.464], [-2.910, -1.929, -3.620], [-4.548, -2.261, -1.615], [-3.539, -3.647, -2.112], [-2.067, -2.818, -0.426], [-3.439, 0.260, -3.021], [-5.087, 0.765, -1.772], [-6.015, 0.565, 1.982], [-4.802, -1.514, 2.011], [-4.134, -0.392, 3.215], [-2.250, -1.346, 2.054], [-2.484, 0.195, 1.342], [-3.021, -1.229, 0.607], [-3.885, 1.904, 2.785], [-5.842, 3.084, 1.159], [-3.231, 3.512, 0.943], [-1.803, 1.621, -0.009], [-3.290, 2.524, -1.400], [-5.763, 2.980, -1.553], [-4.949, 4.133, -0.715], [-1.118, 0.464, -3.422], [-0.202, 1.581, -1.339], [0.496, -0.883, 1.813], [-0.677, -3.390, 1.955], [1.414, -2.604, 3.248], [1.544, -4.795, 2.612], [1.404, -4.460, 1.014], [3.148, -1.421, 2.064], [3.633, -3.118, 2.181], [4.066, -2.066, -0.059], [2.934, -3.851, -1.308], [3.625, -4.428, 0.055], [2.734, 2.724, -1.546], [0.880, 3.167, -0.132], [0.906, 1.646, 0.442], [3.907, 3.468, 0.284], [3.206, 2.712, 2.417], [3.991, 0.602, 1.279], [6.095, 2.448, 1.200]], "smiles": "NC[C@@H]1O[C@@H](O[C@@H]2[C@H](O[C@H]3O[C@@H](CO)[C@@H](O[C@H]4O[C@@H](C[NH3+])[C@H](O)[C@@H](O)[C@@H]4N)[C@H]3O)[C@@H](O)[C@@H](N)C[C@H]2N)[C@@H](N)[C@@H](O)[C@@H]1O", "gap_ha": 0.37051, "de_lowest_kj_mol": 0.0, "charge": 1, "e_homo_ev": -11.753, "lumo_ev": -1.7}



No. 3
{"formula": "C4H10O", "method": "the ωB97M-V functional and the def2-TZVPD basis", "symbols": ["C", "C", "O", "H", "H", "H", "H", "C", "C", "H", "H", "H", "H", "H", "H"], "xyz": [[-3.433, 4.020, -1.240], [-3.129, 3.535, -2.437], [-2.448, 4.262, -3.366], [-3.687, 3.288, -0.489], [-3.139, 5.015, -0.948], [-3.473, 2.534, -2.678], [-2.134, 3.648, -4.036], [2.107, -3.694, 2.248], [3.248, -2.921, 1.588], [2.341, -4.753, 2.323], [1.912, -3.222, 3.207], [1.196, -3.568, 1.666], [4.203, -2.995, 2.113], [2.978, -1.869, 1.469], [3.458, -3.280, 0.580]], "smiles": "C=CO.CC", "gap_ha": 0.36418, "de_lowest_kj_mol": 133.0, "e_homo_ev": -9.058, "lumo_ev": 0.9}



No. 4
{"formula": "C33H52BN7O", "method": "the ωB97M-V functional and the def2-TZVPD basis", "symbols": ["C", "C", "C", "C", "C", "C", "N", "O", "C", "C", "C", "H", "H", "H", "H", "H", "H", "H", "H", "H", "H", "H", "H", "H", "H", "H", "H", "H", "H", "B", "H", "H", "H", "H", "N", "C", "C", "C", "C", "H", "H", "H", "H", "H", "N", "C", "C", "C", "C", "H", "H", "H", "H", "H", "N", "C", "C", "C", "C", "H", "H", "H", "H", "H", "N", "C", "C", "C", "C", "H", "H", "H", "H", "H", "N", "C", "C", "C", "C", "H", "H", "H", "H", "H", "N", "C", "C", "C", "C", "H", "H", "H", "H", "H"], "xyz": [[4.440, -0.117, 1.491], [4.592, 0.933, 0.320], [3.737, 0.471, -0.891], [3.593, 1.535, -1.964], [2.722, 2.655, -1.293], [3.408, 3.170, -0.058], [4.131, 2.223, 0.889], [4.436, 2.613, 2.031], [2.517, 4.050, 0.770], [4.633, 4.156, -0.494], [6.143, 1.137, 0.027], [4.715, -1.032, 1.059], [3.338, -0.284, 1.855], [5.052, 0.156, 2.360], [2.600, 0.129, -0.710], [4.202, -0.453, -1.312], [3.105, 1.376, -2.930], [4.536, 1.843, -2.413], [1.769, 2.292, -1.038], [2.263, 3.506, -2.057], [3.072, 4.836, 1.347], [1.996, 3.358, 1.416], [1.787, 4.613, 0.218], [4.132, 5.068, -0.992], [5.409, 3.750, -1.056], [5.072, 4.728, 0.321], [6.477, 1.600, 0.943], [6.233, 1.740, -0.800], [6.791, 0.254, -0.274], [-0.591, -0.560, -0.411], [-1.137, -1.565, 0.040], [-1.353, 0.290, -0.696], [0.189, -0.186, 0.312], [0.002, -0.959, -1.346], [-1.661, -5.695, 1.306], [-1.658, -4.309, 1.707], [-2.676, -4.191, 2.828], [-3.179, -5.490, 3.014], [-2.530, -6.460, 2.049], [-1.080, -6.179, 0.714], [-1.060, -3.513, 1.202], [-2.920, -3.107, 3.423], [-3.877, -5.915, 3.895], [-2.514, -7.732, 1.866], [-1.015, 3.185, 0.137], [-1.469, 4.176, -0.733], [-1.187, 5.457, -0.058], [-0.755, 5.142, 1.364], [-0.789, 3.563, 1.449], [-1.189, 2.230, -0.079], [-1.604, 3.928, -1.822], [-1.198, 6.429, -0.610], [-0.752, 5.806, 2.390], [-0.477, 2.874, 2.276], [-1.340, -0.036, 2.228], [-1.256, -0.772, 3.357], [-1.928, 0.082, 4.490], [-2.564, 1.207, 3.751], [-2.211, 1.085, 2.270], [-0.644, 0.005, 1.443], [-0.640, -1.717, 3.252], [-1.808, 0.002, 5.550], [-3.062, 2.194, 4.339], [-2.586, 1.771, 1.598], [-4.337, 0.208, -2.906], [-5.479, 0.017, -3.707], [-6.203, 1.315, -3.680], [-5.471, 2.327, -2.584], [-4.196, 1.435, -2.330], [-3.624, -0.552, -2.604], [-5.812, -1.024, -4.272], [-7.054, 1.739, -4.099], [-5.562, 3.296, -2.064], [-3.396, 1.531, -1.645], [-2.924, -2.266, -2.488], [-3.748, -3.198, -1.812], [-4.571, -3.870, -2.859], [-4.392, -3.292, -4.205], [-3.250, -2.173, -3.956], [-2.262, -1.635, -1.999], [-3.350, -3.436, -0.680], [-5.211, -4.551, -2.563], [-4.722, -3.644, -5.193], [-2.977, -1.367, -4.698], [1.575, -2.803, 0.386], [1.912, -3.043, 1.738], [3.354, -3.615, 1.658], [3.782, -3.591, 0.147], [2.563, -3.027, -0.538], [0.680, -2.359, 0.177], [1.235, -3.011, 2.678], [3.925, -3.793, 2.623], [4.748, -4.068, -0.242], [2.389, -2.896, -1.543]], "gap_ha": 0.11424, "de_lowest_kj_mol": 160.6, "e_homo_ev": -7.077, "lumo_ev": -4.0}



No. 5
{"formula": "C27H29BN3O4Os", "method": "the ωB97M-V functional and the def2-TZVPD basis", "symbols": ["Os", "C", "N", "C", "C", "C", "N", "C", "C", "C", "C", "C", "C", "C", "O", "C", "C", "C", "N", "C", "C", "C", "C", "C", "C", "C", "O", "H", "H", "H", "H", "H", "H", "H", "H", "H", "H", "H", "H", "H", "H", "H", "H", "H", "H", "H", "H", "H", "H", "H", "H", "H", "O", "B", "O", "C", "C", "C", "C", "C", "C", "H", "H", "H", "H"], "xyz": [[0.098, 0.150, -1.113], [1.926, -0.848, -3.435], [1.951, 0.327, -2.543], [1.879, 1.593, -3.317], [0.672, 1.775, -4.228], [-0.672, 1.423, -3.606], [-0.663, 1.714, -2.162], [-1.726, 2.353, -1.673], [-1.843, 2.948, -0.358], [-2.890, 3.864, -0.173], [-3.022, 4.609, 0.981], [-2.091, 4.462, 2.003], [-1.077, 3.528, 1.872], [-0.982, 2.765, 0.725], [-0.004, 1.759, 0.695], [3.225, 0.349, -1.745], [3.081, 0.067, -0.258], [2.575, -1.319, 0.096], [1.112, -1.443, -0.113], [0.590, -2.581, 0.174], [-0.783, -2.977, 0.046], [-1.103, -4.292, 0.449], [-2.374, -4.785, 0.338], [-3.367, -3.956, -0.202], [-3.083, -2.671, -0.601], [-1.793, -2.148, -0.473], [-1.598, -0.876, -0.826], [2.726, -0.785, -4.178], [0.969, -0.915, -3.952], [2.060, -1.755, -2.847], [2.786, 1.677, -3.924], [1.897, 2.397, -2.584], [0.786, 1.212, -5.156], [0.679, 2.831, -4.505], [-0.888, 0.363, -3.745], [-1.468, 1.969, -4.111], [-2.558, 2.543, -2.347], [-3.601, 3.992, -0.981], [-3.840, 5.311, 1.082], [-2.151, 5.068, 2.898], [-0.353, 3.384, 2.669], [3.668, 1.337, -1.858], [3.923, -0.362, -2.191], [2.437, 0.823, 0.201], [4.064, 0.199, 0.198], [2.807, -1.534, 1.139], [3.085, -2.069, -0.513], [1.264, -3.352, 0.556], [-0.313, -4.915, 0.856], [-2.606, -5.793, 0.656], [-4.378, -4.332, -0.307], [-3.847, -2.022, -1.011], [1.292, 0.727, 2.458], [0.093, 0.949, 1.821], [-0.954, 0.225, 2.339], [-0.379, -0.486, 3.383], [-0.988, -1.351, 4.257], [-0.169, -1.913, 5.237], [1.186, -1.604, 5.318], [1.787, -0.723, 4.417], [0.967, -0.190, 3.458], [-2.045, -1.577, 4.185], [-0.599, -2.599, 5.954], [1.787, -2.048, 6.100], [2.836, -0.465, 4.475]], "gap_ha": [0.21054, 0.28096], "de_lowest_kj_mol": 0.0, "charge": 1, "spin_multiplicity": 5, "e_homo_ev": [-8.430, -11.138], "s_squared": 6.04, "lumo_ev": [-2.7, -3.5]}



No. 6
{"formula": "C8H25BNO2PSn", "method": "the ωB97M-V functional and the def2-TZVPD basis", "symbols": ["Sn", "H", "H", "P", "C", "H", "H", "H", "C", "H", "H", "H", "C", "H", "H", "H", "C", "O", "H", "H", "H", "H", "B", "N", "H", "H", "C", "C", "C", "O", "C", "H", "H", "H", "H", "H", "H", "H", "H"], "xyz": [[-0.053, 0.614, 0.220], [1.135, -2.279, -1.480], [-0.862, -1.289, -0.753], [0.077, 1.910, -1.872], [1.660, 2.774, -1.801], [1.673, 3.297, -2.750], [1.703, 3.482, -0.977], [2.502, 2.088, -1.742], [0.114, 0.822, -3.299], [-0.833, 0.312, -3.434], [0.273, 1.535, -4.098], [0.933, 0.110, -3.253], [-1.225, 3.120, -2.051], [-1.231, 3.823, -1.228], [-0.937, 3.606, -2.974], [-2.188, 2.636, -2.148], [-1.993, 1.358, 0.849], [-3.038, 1.698, 1.272], [-1.715, -2.736, -0.622], [-1.790, -1.832, -2.046], [0.025, -2.968, -3.086], [0.113, -4.073, -1.348], [0.172, -2.965, -1.870], [-1.187, -2.128, -1.268], [1.412, -0.269, -0.140], [0.904, 1.739, 1.169], [0.926, -0.609, 3.886], [0.633, -2.063, 3.504], [0.258, -1.926, 2.033], [-0.587, -0.733, 2.104], [-0.304, 0.085, 3.322], [1.010, -0.429, 4.935], [1.830, -0.258, 3.360], [-0.264, -2.412, 4.035], [1.453, -2.740, 3.610], [1.151, -1.694, 1.403], [-0.351, -2.700, 1.561], [-1.235, -0.067, 3.893], [-0.161, 1.161, 3.085]], "gap_ha": [0.23466, 0.31378], "charge": 1, "spin_multiplicity": 2, "e_homo_ev": [-10.060, -12.634], "s_squared": 0.76, "lumo_ev": [-3.7, -4.1]}